No. 1
DFT (ωB97M-V/def2-TZVPD) results for a 10-piece molecular cluster, C33H87BBrO11 overall.

Geometry as XYZ:
```
133
Properties=species:S:1:pos:R:3:forces:R:3
Br 0.338 -2.375 -4.222 0.119 -0.169 -0.034
O 2.671 6.945 3.457 -0.066 0.072 -0.135
O -7.032 0.025 4.668 0.039 0.099 0.093
O -8.604 -2.340 1.321 0.002 0.003 0.111
O 7.974 2.595 -1.534 0.117 0.094 0.168
O 1.040 2.057 -1.070 -0.055 -0.345 -0.202
O -3.583 0.096 0.771 -0.032 -0.003 0.235
O 9.198 0.160 -2.388 0.259 -0.084 -0.162
O 3.743 1.098 5.355 -0.017 0.025 0.100
O -12.286 -6.181 -0.495 0.037 -0.057 0.043
O -2.367 1.123 -3.252 0.078 -0.388 0.010
O 1.091 -0.520 3.741 0.133 0.104 0.250
C -9.584 -3.371 1.193 -0.053 0.203 -0.207
C 3.616 -0.586 -4.387 -0.344 0.077 -0.045
C -4.835 -0.501 1.080 0.024 0.194 -0.368
C 2.800 0.052 -3.237 0.538 0.265 -0.638
C 2.118 1.251 0.959 0.430 -0.143 0.785
C 6.124 -0.880 -2.915 0.328 -0.207 0.068
C -9.726 -3.839 -0.243 0.113 -0.043 0.008
C -1.291 -2.753 -1.064 -0.199 0.127 -0.184
C 2.408 5.676 2.851 0.132 -0.048 0.386
C -6.814 1.419 4.471 -0.191 -0.159 -0.304
C -8.099 2.117 4.062 0.003 0.035 0.045
C -0.247 -0.004 5.713 0.118 -0.016 0.011
C 6.596 4.578 -1.855 -0.037 -0.063 0.016
C 4.468 -0.071 5.716 -0.174 -0.059 -0.210
C 6.092 0.164 -4.008 -0.345 -0.172 -0.336
C 0.088 0.344 4.274 -0.166 -0.254 0.003
C -11.419 -8.216 -1.521 0.016 0.080 -0.032
C -11.664 -7.440 -0.241 -0.216 -0.044 -0.163
C 11.207 -1.216 -2.368 -0.039 -0.040 0.001
C 4.801 0.239 -4.862 0.078 0.167 0.540
C 1.518 0.707 -3.748 -0.857 -0.106 0.759
C 10.354 -0.213 -3.126 0.023 0.077 0.293
C 1.967 4.666 3.893 -0.090 -0.019 0.004
C -5.336 -1.367 -0.059 -0.082 -0.083 -0.045
C 7.813 3.964 -1.187 -0.027 -0.018 -0.304
C -2.813 2.428 -3.414 -0.255 -0.252 0.000
C -1.091 0.864 -3.905 0.309 0.517 0.424
C -1.372 -1.617 -2.075 0.015 -0.509 0.482
C 1.106 2.162 0.325 -0.028 0.634 -0.216
C 0.015 1.088 -1.431 0.287 0.062 -0.110
C -0.009 -1.243 -2.628 -0.543 0.812 0.171
C 4.924 -0.843 4.491 0.018 0.016 -0.022
C 3.532 1.788 0.841 0.058 -0.025 -0.376
B 0.129 0.383 -2.912 0.235 -0.233 -0.605
H 11.551 -0.792 -1.422 0.052 0.030 -0.027
H 5.346 -0.758 -2.176 -0.303 0.131 0.188
H 1.753 3.697 3.437 0.035 -0.005 -0.006
H 6.053 -1.889 -3.301 -0.195 -0.283 -0.247
H 4.065 -1.158 3.896 -0.019 -0.032 0.034
H -10.465 -4.637 -0.322 -0.042 0.063 -0.025
H 12.081 -1.511 -2.952 0.008 0.012 0.012
H 8.720 4.519 -1.455 -0.027 0.087 0.073
H 5.018 0.003 -5.897 0.183 -0.232 -0.276
H -3.696 0.634 -0.021 0.169 -0.090 -0.050
H 5.547 -0.212 3.856 0.032 0.005 0.027
H -0.760 -3.600 -1.480 0.045 -0.351 -0.110
H 3.643 2.219 -0.147 0.232 0.143 -0.273
H 10.942 0.681 -3.364 0.048 -0.054 -0.107
H -10.721 -7.222 0.258 -0.010 0.071 0.035
H 2.976 0.806 4.847 -0.015 -0.016 -0.108
H -3.189 2.602 -4.427 0.080 0.175 -0.244
H 3.419 0.832 -2.810 0.241 0.208 0.413
H 9.998 -0.646 -4.060 -0.060 0.033 -0.015
H 6.472 5.622 -1.562 0.009 -0.008 -0.020
H 2.934 -0.638 -5.226 -0.143 -0.263 -0.260
H -8.769 -4.201 -0.619 0.015 -0.016 0.034
H 6.690 4.533 -2.943 0.024 0.055 0.000
H 5.495 -1.729 4.774 -0.012 -0.004 -0.001
H -10.544 -3.006 1.573 -0.029 -0.111 0.037
H 2.743 4.527 4.650 0.045 -0.083 -0.058
H 4.465 1.271 -4.872 -0.095 0.349 -0.107
H -8.481 1.702 3.126 0.044 0.043 -0.043
H -4.614 -2.153 -0.285 0.028 0.000 0.035
H 0.120 2.016 0.763 -0.289 -0.078 0.096
H 1.879 1.150 2.015 -0.131 -0.083 0.269
H -0.807 0.289 3.648 -0.007 0.121 -0.004
H 1.628 5.830 2.108 0.011 0.117 0.001
H 5.325 0.263 6.301 -0.021 0.058 0.032
H 6.301 1.128 -3.561 0.020 0.309 0.150
H 2.090 0.241 0.572 -0.301 -0.214 -0.377
H 8.089 2.532 -2.489 -0.057 -0.185 0.041
H -7.941 3.188 3.924 -0.004 -0.003 -0.028
H 5.695 4.028 -1.583 0.006 0.010 0.034
H -0.629 -1.025 5.783 -0.074 0.023 -0.016
H -1.001 0.674 6.115 -0.016 -0.012 -0.008
H -10.795 -7.637 -2.202 0.043 -0.004 0.023
H -5.563 0.290 1.308 -0.094 -0.107 0.089
H -2.067 -1.891 -2.858 -0.130 0.109 -0.316
H 3.304 5.326 2.337 0.022 -0.094 -0.151
H -1.805 -0.771 -1.555 -0.075 0.386 -0.055
H 3.763 2.546 1.582 -0.087 0.257 0.155
H -10.926 -9.167 -1.316 -0.014 -0.010 0.001
H 0.711 -1.584 -1.895 0.537 -0.154 -0.013
H -12.362 -8.421 -2.034 -0.011 -0.062 0.036
H -9.255 -4.188 1.832 0.051 0.037 0.059
H 3.370 6.814 4.107 -0.047 0.003 -0.037
H 0.647 0.056 6.338 0.002 0.054 0.006
H -0.767 1.801 -4.365 0.024 0.285 -0.118
H -5.464 -0.777 -0.970 -0.014 0.036 0.023
H 2.631 -0.662 -2.437 -0.189 -0.246 0.092
H -6.039 1.564 3.712 0.027 0.106 0.044
H 6.924 -0.045 -4.674 0.317 0.057 -0.170
H -12.287 -8.022 0.446 0.093 -0.042 0.051
H 9.485 0.564 -1.561 -0.199 0.113 -0.046
H -0.762 -2.430 -0.175 0.201 0.113 0.258
H -2.042 3.159 -3.176 0.205 0.200 -0.017
H 4.272 1.006 0.943 0.250 -0.250 0.051
H -1.235 0.183 -4.741 -0.284 -0.325 -0.138
H -13.130 -6.352 -0.927 0.043 0.042 0.012
H 1.622 1.788 -3.805 0.162 0.292 -0.003
H 0.749 -1.420 3.770 0.041 0.035 -0.079
H 0.486 1.357 4.210 0.042 0.003 -0.074
H -4.692 -1.100 1.979 0.082 0.054 0.048
H -6.445 1.825 5.412 0.029 -0.115 0.062
H -6.291 -1.832 0.193 0.008 -0.004 0.014
H 7.087 -0.824 -2.426 0.149 0.063 0.292
H 0.045 0.310 -0.663 -0.009 -0.254 0.216
H 3.895 -1.611 -4.176 0.195 -0.249 0.137
H -2.289 -3.046 -0.758 -0.223 -0.300 0.144
H -7.347 -0.338 3.832 0.047 -0.087 0.055
H 7.708 3.992 -0.106 0.010 -0.033 0.102
H 1.309 0.371 -4.760 0.052 -0.088 -0.336
H -3.647 2.582 -2.733 -0.190 0.056 0.180
H -8.868 1.971 4.822 0.020 0.021 0.035
H -8.883 -1.601 0.770 0.044 -0.047 -0.009
H 3.843 -0.705 6.357 0.091 -0.045 0.041
H -10.038 -3.014 -0.888 -0.074 -0.010 0.013
H 1.402 3.192 0.555 0.011 0.196 0.057
H -0.938 1.604 -1.277 -0.277 -0.014 -0.054
H 1.072 5.021 4.404 -0.041 -0.013 -0.046
H 10.624 -2.107 -2.135 -0.009 -0.014 -0.041
```
Positions in Å, forces in eV/Å.

The calculation puts the max |F| at 1.1 eV Å⁻¹. Its net charge is -1.


No. 2
DFT (ωB97M-V/def2-TZVPD) results for a 5-piece molecular cluster, C33H87ClN15O4P4 overall.

Geometry as XYZ:
```
144
Properties=species:S:1:pos:R:3:forces:R:3
Cl -5.927 -1.599 4.129 0.414 0.164 0.104
P 1.611 0.192 -0.703 4.333 4.828 -1.609
P 0.329 4.104 -7.195 2.339 4.277 -4.150
P -7.570 -6.491 6.470 2.646 -3.703 -3.832
P 8.284 1.409 -1.974 1.042 3.777 4.642
O 6.873 0.938 -1.714 0.602 -1.848 -2.607
O 1.537 3.893 -6.310 -2.104 -2.316 1.438
O -6.414 -6.049 7.332 -2.471 1.502 1.531
O 0.590 0.973 0.121 -1.459 -3.225 0.457
N 9.066 0.891 -0.535 0.458 0.270 0.386
N 7.921 3.109 -2.141 -0.580 0.385 -0.607
N 9.800 1.639 -2.728 -1.233 -2.013 -2.243
N -6.977 -5.826 4.962 0.155 0.847 -0.230
N -3.342 -1.175 3.631 -0.688 1.051 0.656
N 0.149 5.815 -6.879 -0.236 0.441 0.906
N 0.974 3.617 -8.711 -0.065 0.173 -0.645
N -7.512 -8.191 6.686 -0.087 -0.502 -0.459
N -2.358 0.999 3.408 -1.960 -0.150 -1.766
N 1.312 0.945 -2.238 -1.145 -0.189 -0.335
N -1.250 4.077 -7.869 -0.685 -2.119 2.464
N -9.144 -6.616 5.813 -0.744 2.133 2.326
N 3.020 0.651 0.177 0.579 0.383 0.063
N 2.558 -1.018 -1.457 -2.530 -2.021 0.866
N -1.043 -0.866 3.224 -0.170 -0.046 -0.431
C 0.437 6.198 -5.497 0.363 -0.200 0.063
C -4.534 -0.510 4.216 -0.040 1.581 -1.158
C 11.068 1.923 -2.091 0.210 -0.524 0.649
C 1.209 2.181 -8.818 -0.457 -0.237 0.431
C -4.008 -0.497 9.214 -0.696 0.052 -0.018
C -4.384 -0.923 6.779 -0.531 0.444 0.538
C 2.118 2.032 -2.770 0.517 -0.109 -0.077
C -2.361 4.122 -6.923 0.030 0.312 0.027
C 9.205 -0.558 -0.428 0.008 -0.181 -0.639
C -7.903 -8.630 8.023 -0.417 0.499 0.208
C -9.896 -5.372 5.685 0.156 0.076 -0.244
C -6.564 -9.088 6.053 0.254 0.126 -0.146
C 8.972 1.544 0.756 -0.213 0.213 0.038
C -4.859 0.678 3.276 -0.376 -0.115 0.608
C 3.693 1.935 0.086 -0.145 0.218 -0.110
C -6.271 -4.559 5.114 0.203 -0.387 0.455
C 8.131 4.083 -1.090 0.444 -0.033 0.147
C -9.728 -7.755 5.136 0.074 -0.740 0.404
C -3.451 -0.767 10.237 -0.106 0.179 0.367
C -2.289 -0.313 3.410 0.998 -0.465 -0.026
C -3.698 1.654 3.291 -0.321 0.492 0.600
C -1.622 4.272 -9.254 0.428 -0.527 -0.561
C 3.994 -0.999 -1.670 0.638 0.133 0.729
C -4.275 0.069 5.609 -0.220 -1.161 0.641
C -6.328 -6.612 3.933 -0.263 -0.349 -0.087
C 1.838 -2.054 -2.195 -0.022 0.183 -0.249
C 9.783 1.827 -4.177 -0.089 0.288 0.019
C -4.835 -0.146 8.055 1.067 -0.231 0.013
C -0.097 1.218 -2.509 -0.129 0.179 0.358
C 0.630 6.853 -7.768 -0.164 -0.099 -0.435
C 6.646 3.385 -2.801 -0.233 -0.276 0.173
C 1.880 4.398 -9.531 0.151 0.244 0.144
C 3.104 0.067 1.507 -0.317 -0.553 -0.163
H -5.392 -7.069 4.283 0.018 -0.012 -0.104
H -1.406 3.392 -9.864 0.045 0.068 -0.059
H -6.985 -7.389 3.537 0.029 -0.096 0.147
H 4.287 -1.769 -2.385 -0.403 -0.095 -0.059
H -5.133 -1.697 6.623 0.080 -0.009 -0.352
H 1.512 6.316 -5.311 -0.017 -0.002 0.078
H -10.014 -8.543 5.835 0.057 -0.056 -0.060
H -5.734 1.160 3.710 0.010 0.205 -0.190
H -2.058 3.720 -5.954 0.026 0.046 0.019
H 8.306 -1.083 -0.769 -0.014 -0.014 0.082
H 6.466 2.686 -3.617 -0.009 -0.022 0.036
H 9.181 4.152 -0.800 -0.017 -0.152 0.089
H -0.441 2.147 -2.032 -0.060 -0.013 -0.027
H 3.848 2.243 -0.945 -0.156 -0.038 -0.005
H 2.329 -3.024 -2.100 0.022 0.025 0.039
H -5.224 -4.703 5.422 0.011 0.144 0.019
H 1.759 -1.798 -3.257 0.024 -0.042 -0.003
H -6.939 -10.111 6.117 -0.006 0.017 0.190
H -7.555 -9.639 8.234 0.090 -0.018 -0.208
H 9.766 2.891 -4.439 0.028 -0.014 -0.015
H 3.456 -0.972 1.449 -0.037 -0.011 0.049
H -9.550 -4.636 6.414 0.039 0.009 -0.018
H -0.731 0.409 -2.146 0.016 0.011 0.025
H -0.469 -0.944 4.046 0.179 -0.170 -0.146
H 10.049 -0.908 -1.034 -0.040 -0.041 -0.007
H 6.656 4.388 -3.232 0.145 0.042 0.093
H -2.696 4.447 -9.328 -0.011 0.014 0.307
H 2.072 2.927 -2.135 0.038 0.029 -0.068
H 11.789 2.261 -2.836 -0.227 0.003 -0.206
H -10.959 -5.527 5.879 0.021 -0.043 0.022
H -3.705 2.289 2.407 0.228 -0.113 -0.085
H 0.363 7.834 -7.371 -0.024 -0.066 0.156
H -6.472 -8.899 4.985 0.040 0.156 0.086
H 3.169 2.739 0.621 0.026 0.052 -0.025
H -5.564 -9.052 6.504 0.026 -0.039 -0.046
H 0.270 1.653 -9.028 0.026 -0.031 0.032
H 1.899 1.944 -9.626 0.014 0.211 -0.056
H 1.880 3.998 -10.547 0.050 -0.172 0.071
H 1.722 6.827 -7.889 -0.010 0.093 -0.036
H -0.695 -1.123 2.316 0.175 0.092 0.025
H -10.638 -7.450 4.618 0.065 0.287 0.072
H 5.794 3.311 -2.110 -0.038 0.009 -0.056
H -1.765 1.369 2.665 1.152 0.161 0.974
H 4.541 -1.209 -0.749 0.097 0.091 -0.056
H 1.630 1.763 -7.897 0.082 -0.005 -0.047
H -0.262 1.299 -3.585 0.176 0.008 -0.025
H -9.778 -4.937 4.685 -0.041 -0.004 0.005
H 9.789 1.198 1.394 -0.067 -0.183 -0.018
H 2.912 4.401 -9.155 0.021 0.050 -0.044
H -3.811 2.326 4.141 0.181 -0.004 0.025
H -4.718 0.931 7.916 -0.094 0.032 -0.111
H 10.993 2.709 -1.337 -0.085 -0.033 0.011
H 0.064 5.450 -4.797 0.039 -0.019 -0.021
H 8.900 1.359 -4.616 -0.035 0.035 0.013
H 9.121 2.619 0.682 -0.146 -0.042 -0.105
H 0.155 6.803 -8.749 0.102 -0.136 -0.046
H 10.651 1.361 -4.649 0.000 -0.029 0.053
H 9.394 -0.871 0.597 0.005 0.212 0.068
H -1.125 5.132 -9.706 0.075 -0.021 0.058
H -3.114 -0.894 11.237 0.329 -0.200 -0.073
H 11.497 1.037 -1.619 0.006 0.061 0.077
H -3.633 -1.468 2.692 0.418 -1.108 0.220
H -7.501 -7.976 8.804 0.059 -0.065 0.013
H 4.702 1.841 0.495 -0.057 -0.075 0.121
H -0.062 7.140 -5.259 -0.039 0.028 -0.178
H 2.133 0.066 2.019 0.042 0.078 0.072
H 0.826 -2.175 -1.802 -0.030 0.039 -0.034
H 1.547 5.427 -9.643 0.013 -0.011 0.188
H 4.348 -0.048 -2.064 -0.025 0.037 0.101
H -5.882 -0.333 8.283 -0.038 -0.023 -0.010
H -9.061 -8.187 4.387 0.067 0.027 0.059
H -3.292 0.538 5.687 0.018 0.011 -0.275
H 8.020 1.354 1.271 0.017 0.046 0.051
H -3.448 -1.436 6.989 0.104 0.069 -0.170
H 3.803 0.607 2.143 0.054 0.124 -0.152
H -5.167 0.349 2.283 0.329 -0.181 -0.045
H 7.519 3.877 -0.199 0.020 0.104 0.018
H -3.200 3.512 -7.265 0.039 -0.021 -0.030
H 3.159 1.736 -2.912 0.029 0.010 0.187
H 1.764 2.309 -3.764 -0.149 -0.074 0.033
H -2.709 5.150 -6.768 -0.031 -0.018 -0.007
H -6.280 -4.010 4.178 -0.113 -0.325 -0.227
H 7.868 5.080 -1.449 -0.093 -0.067 -0.128
H -6.088 -5.978 3.076 -0.019 0.135 0.090
H -6.750 -3.931 5.866 0.029 -0.035 0.023
H -4.999 0.868 5.772 -0.137 -0.065 -0.131
H -8.996 -8.637 8.120 0.020 0.015 0.043
```
Positions in Å, forces in eV/Å.

The calculation puts the max |F| at 6.7 eV Å⁻¹. Its net charge is +1.


Number 1: energy -128871.6933 eV. Number 2: energy -115835.4964 eV.